Computed, not measured: the molecule C12H15PS, with wB97M-V/def2-TZVPD.

- energy relative to the best compared isomer or geometry (same formula, charge and spin) (kJ/mol) = 0.00
- total charge = 0
- energy (a.u.) = -1205.7595
- frontier orbital gap (eV) = 8.64
- SMILES = CC1=CC[C@H](C)[P@]1(=S)c1ccccc1
- highest occupied orbital energy (eV) = -7.98
- molecular weight (g/mol) = 222.3

Geometry as XYZ:
```
29
Properties=species:S:1:pos:R:3:mulliken_charge:R:1
C 3.710 -0.693 -0.470 -0.210
C 2.898 0.398 -0.733 -0.734
C 3.145 -1.909 -0.120 -0.675
C 1.486 0.244 -0.671 0.048
C 1.827 -1.924 0.282 -0.373
C 0.966 -0.880 -0.104 0.030
C -2.023 1.012 -0.758 -0.447
C -1.545 -0.102 -1.255 0.355
C -2.262 1.145 0.718 -1.115
C -1.477 -0.005 1.472 0.440
C -1.343 -0.418 -2.664 -1.234
C -0.300 0.563 2.271 -1.970
P -0.840 -1.109 0.121 0.491
S -1.494 -3.147 0.317 -0.465
H 4.812 -0.606 -0.534 0.334
H 3.193 1.409 -0.939 0.365
H 3.833 -2.732 0.080 0.363
H 0.792 0.993 -1.033 0.433
H 1.387 -2.941 0.578 0.219
H -2.325 1.798 -1.398 0.481
H -1.943 2.079 1.019 0.467
H -3.342 1.150 0.864 0.336
H -2.078 -0.687 2.212 0.466
H -1.506 -1.524 -3.020 0.304
H -0.274 -0.474 -2.797 0.261
H -1.944 0.140 -3.415 0.388
H 0.281 -0.123 2.853 0.373
H -0.776 1.290 2.878 0.528
H 0.272 1.173 1.669 0.540
```

***

Computed, not measured: the molecule C5H9NOS, with wB97M-V/def2-TZVPD.

- energy relative to the best compared isomer or geometry (same formula, charge and spin) (kJ/mol) = 373.88
- total charge = 0
- energy (a.u.) = -723.9774
- frontier orbital gap (eV) = 8.95
- SMILES = CON(C=S)C1CC1
- highest occupied orbital energy (eV) = -8.14
- molecular weight (g/mol) = 131.2

Geometry as XYZ:
```
17
Properties=species:S:1:pos:R:3:mulliken_charge:R:1
C -1.272 -2.115 -0.650 -0.545
C 1.556 -0.726 -0.658 -0.259
C 0.031 0.557 0.802 -0.130
C 0.802 1.869 0.834 -0.642
C -0.651 1.831 0.441 -0.535
H -2.163 -2.254 -1.294 0.245
H -1.663 -2.056 0.364 0.246
H -0.492 -2.845 -0.648 0.278
H 2.321 -0.205 -0.024 0.260
H -0.279 0.130 1.770 0.329
H 1.087 2.252 1.813 0.249
H 1.422 2.167 0.036 0.323
H -1.439 2.234 1.082 0.243
H -0.910 2.014 -0.577 0.238
N 0.338 -0.372 -0.280 0.240
O -0.768 -0.818 -1.073 -0.252
S 2.080 -1.662 -1.938 -0.288
```

***

Computed, not measured: a cluster of 2 separate species, C12H26FNO3 in total, with wB97M-V/def2-TZVPD.

- total charge = 0
- energy (a.u.) = -853.0590
- frontier orbital gap (eV) = 9.54
- SMILES = CO[C@@H](CNC[C@H](C)F)C[C@@H]1CO1.CC(C)O
- highest occupied orbital energy (eV) = -8.74
- molecular weight (g/mol) = 251.3

Geometry as XYZ:
```
43
Properties=species:S:1:pos:R:3:mulliken_charge:R:1
C 2.469 3.616 1.154 -0.667
O 2.394 3.303 -0.219 -0.465
C 1.528 2.205 -0.525 0.842
C 0.779 2.569 -1.825 -1.586
N -0.607 2.160 -1.880 -0.201
C -1.452 2.727 -0.836 -1.080
C -2.011 1.672 0.111 1.244
C -3.307 1.046 -0.394 -1.415
F -2.273 2.299 1.332 -0.383
C 2.379 0.941 -0.739 -1.121
C 2.402 0.095 0.501 0.374
C 2.470 -1.381 0.293 -1.093
O 1.240 -0.577 0.764 -0.330
H 3.394 4.166 1.315 0.292
H 1.655 4.274 1.467 0.264
H 2.492 2.735 1.794 0.252
H 0.834 2.024 0.295 0.568
H 0.830 3.652 -1.929 0.381
H 1.328 2.167 -2.673 0.454
H -0.710 1.159 -1.957 0.299
H -0.896 3.451 -0.244 0.310
H -2.283 3.264 -1.296 0.423
H -1.257 0.897 0.258 -0.191
H -3.412 1.180 -1.466 0.359
H -3.333 -0.015 -0.166 0.291
H -4.125 1.528 0.132 0.391
H 3.410 1.200 -0.963 0.392
H 1.941 0.295 -1.496 0.361
H 2.956 0.467 1.357 0.243
H 2.693 -1.916 1.204 0.377
H 1.967 -1.835 -0.545 0.459
C -1.984 -3.729 -0.317 -0.898
C -0.926 -4.582 0.368 0.335
C -0.918 -4.354 1.872 -1.168
O 0.362 -4.300 -0.178 -0.547
H -1.778 -2.667 -0.152 0.015
H -1.976 -3.901 -1.394 0.329
H -2.981 -3.950 0.064 0.380
H -1.115 -5.635 0.159 0.311
H -0.684 -3.309 2.097 0.251
H -0.155 -4.971 2.347 0.313
H -1.886 -4.594 2.315 0.376
H 0.548 -3.372 -0.004 0.259
```

***

Computed, not measured: the molecule C23H28N2O6S, with wB97M-V/def2-TZVPD.

- energy relative to the best compared isomer or geometry (same formula, charge and spin) (kJ/mol) = 24.23
- total charge = 0
- energy (a.u.) = -1852.4181
- frontier orbital gap (eV) = 8.39
- SMILES = Cc1ccc(NC(=O)COC(=O)CCc2ccc(S(=O)(=O)N3CCOCC3)cc2)cc1C
- highest occupied orbital energy (eV) = -7.97
- molecular weight (g/mol) = 460.6

Geometry as XYZ:
```
60
Properties=species:S:1:pos:R:3:mulliken_charge:R:1
C 2.168 -1.585 -3.740 -1.675
C 1.315 -0.470 -3.227 1.188
C -0.043 -0.433 -3.506 -0.878
C -0.860 0.575 -3.028 -0.850
C -0.304 1.584 -2.256 0.534
C 1.057 1.560 -1.971 -0.496
C 1.872 0.544 -2.439 0.926
C 3.327 0.524 -2.088 -1.957
H 3.596 1.400 -1.503 0.389
H 3.540 -0.372 -1.506 0.275
H 3.943 0.499 -2.985 0.428
H 1.480 2.351 -1.364 0.342
N -1.045 2.659 -1.736 0.007
C -2.380 2.772 -1.600 0.761
O -3.218 1.989 -1.987 -0.659
C -2.774 4.059 -0.841 -0.880
H -2.266 4.928 -1.271 0.364
H -3.857 4.182 -0.886 0.364
O -2.455 3.945 0.547 -0.300
C -1.214 4.213 0.938 0.660
O -0.338 4.597 0.200 -0.693
C -1.028 3.961 2.414 -0.628
H 0.033 4.073 2.638 0.384
H -1.587 4.713 2.974 0.426
C -1.534 2.560 2.789 -1.554
C -0.924 1.488 1.924 1.004
C 0.433 1.193 2.020 -0.749
C 0.982 0.161 1.279 -0.854
C 0.173 -0.572 0.433 0.947
C -1.166 -0.268 0.289 -0.834
C -1.709 0.769 1.029 -0.736
H -2.757 1.008 0.921 0.326
H -1.763 -0.840 -0.403 0.464
S 0.803 -2.090 -0.263 1.120
O -0.002 -2.517 -1.364 -0.712
O 2.226 -2.012 -0.419 -0.777
N 0.532 -3.193 0.966 0.156
C 1.321 -3.038 2.165 -0.261
H 2.350 -2.853 1.858 0.356
C 1.212 -4.332 2.978 -0.754
H 1.719 -4.230 3.938 0.349
O -0.133 -4.631 3.270 -0.403
C -0.888 -4.783 2.090 -0.736
H -1.908 -5.007 2.407 0.345
C -0.850 -3.506 1.246 -0.261
H -1.351 -3.650 0.291 0.393
H -1.336 -2.687 1.801 0.210
H -0.491 -5.618 1.496 0.359
H 1.663 -5.155 2.405 0.361
H 0.956 -2.195 2.774 0.227
H 2.030 -0.087 1.345 0.555
H 1.057 1.756 2.698 0.436
H -1.282 2.371 3.835 0.452
H -2.619 2.536 2.685 0.383
H -0.473 3.393 -1.328 0.261
H -1.914 0.582 -3.247 0.528
H -0.477 -1.219 -4.104 0.332
H 1.577 -2.274 -4.337 0.389
H 2.591 -2.130 -2.898 0.245
H 2.989 -1.203 -4.347 0.400
```

***

Computed, not measured: a cluster of 2 separate species, C3H4N2O2 in total, with wB97M-V/def2-TZVPD.

- energy relative to the best compared isomer or geometry (same formula, charge and spin) (kJ/mol) = 437.20
- total charge = 0
- energy (a.u.) = -376.5973
- frontier orbital gap (eV) = 10.46
- SMILES = CN1C=N1.O=C=O
- highest occupied orbital energy (eV) = -9.78
- molecular weight (g/mol) = 100.1

Geometry as XYZ:
```
11
Properties=species:S:1:pos:R:3:mulliken_charge:R:1
C -1.413 -0.382 -0.125 -0.768
N 0.043 -0.111 -0.170 -0.138
N 0.791 -1.202 0.596 -0.431
C 1.123 -1.004 -0.576 0.157
O 2.010 1.392 0.201 -0.477
C 0.910 1.679 0.521 0.847
O -0.006 2.268 0.966 -0.460
H -1.742 -1.294 -0.625 0.323
H -1.664 -0.470 0.939 0.301
H -1.986 0.475 -0.498 0.279
H 1.933 -1.350 -1.229 0.367
```

***

Computed, not measured: the molecule C5H11NO, with wB97M-V/def2-TZVPD.

- energy relative to the best compared isomer or geometry (same formula, charge and spin) (kJ/mol) = 416.09
- total charge = 0
- energy (a.u.) = -326.9729
- frontier orbital gap (spin up / spin down) (eV) = 8.31 / 8.31
- highest occupied orbital energy (spin up / spin down) (eV) = -7.75 / -7.75
- molecular weight (g/mol) = 101.1

Geometry as XYZ:
```
18
Properties=species:S:1:pos:R:3:mulliken_charge:R:1
C -1.900 -0.961 -0.574 -1.079
C -1.565 0.111 0.453 -0.447
N -0.133 0.327 0.621 0.299
C 0.584 0.600 1.752 -0.747
C 0.708 0.873 -0.285 -0.434
C 2.009 0.234 -0.693 -0.511
O 1.814 -0.806 -1.647 -0.521
H -2.978 -0.970 -0.769 0.366
H -1.610 -1.956 -0.220 0.292
H -1.385 -0.768 -1.522 0.300
H -2.010 1.071 0.148 0.295
H -1.965 -0.134 1.442 0.334
H 0.833 1.622 2.001 0.281
H 0.763 -0.185 2.490 0.303
H 0.285 1.600 -0.991 0.346
H 2.624 0.983 -1.203 0.324
H 2.575 -0.128 0.173 0.280
H 1.353 -1.512 -1.175 0.318
```

***

Copy entry 4 word for word.
Computed, not measured: the molecule C23H28N2O6S, with wB97M-V/def2-TZVPD.

- energy relative to the best compared isomer or geometry (same formula, charge and spin) (kJ/mol) = 24.23
- total charge = 0
- energy (a.u.) = -1852.4181
- frontier orbital gap (eV) = 8.39
- SMILES = Cc1ccc(NC(=O)COC(=O)CCc2ccc(S(=O)(=O)N3CCOCC3)cc2)cc1C
- highest occupied orbital energy (eV) = -7.97
- molecular weight (g/mol) = 460.6

Geometry as XYZ:
```
60
Properties=species:S:1:pos:R:3:mulliken_charge:R:1
C 2.168 -1.585 -3.740 -1.675
C 1.315 -0.470 -3.227 1.188
C -0.043 -0.433 -3.506 -0.878
C -0.860 0.575 -3.028 -0.850
C -0.304 1.584 -2.256 0.534
C 1.057 1.560 -1.971 -0.496
C 1.872 0.544 -2.439 0.926
C 3.327 0.524 -2.088 -1.957
H 3.596 1.400 -1.503 0.389
H 3.540 -0.372 -1.506 0.275
H 3.943 0.499 -2.985 0.428
H 1.480 2.351 -1.364 0.342
N -1.045 2.659 -1.736 0.007
C -2.380 2.772 -1.600 0.761
O -3.218 1.989 -1.987 -0.659
C -2.774 4.059 -0.841 -0.880
H -2.266 4.928 -1.271 0.364
H -3.857 4.182 -0.886 0.364
O -2.455 3.945 0.547 -0.300
C -1.214 4.213 0.938 0.660
O -0.338 4.597 0.200 -0.693
C -1.028 3.961 2.414 -0.628
H 0.033 4.073 2.638 0.384
H -1.587 4.713 2.974 0.426
C -1.534 2.560 2.789 -1.554
C -0.924 1.488 1.924 1.004
C 0.433 1.193 2.020 -0.749
C 0.982 0.161 1.279 -0.854
C 0.173 -0.572 0.433 0.947
C -1.166 -0.268 0.289 -0.834
C -1.709 0.769 1.029 -0.736
H -2.757 1.008 0.921 0.326
H -1.763 -0.840 -0.403 0.464
S 0.803 -2.090 -0.263 1.120
O -0.002 -2.517 -1.364 -0.712
O 2.226 -2.012 -0.419 -0.777
N 0.532 -3.193 0.966 0.156
C 1.321 -3.038 2.165 -0.261
H 2.350 -2.853 1.858 0.356
C 1.212 -4.332 2.978 -0.754
H 1.719 -4.230 3.938 0.349
O -0.133 -4.631 3.270 -0.403
C -0.888 -4.783 2.090 -0.736
H -1.908 -5.007 2.407 0.345
C -0.850 -3.506 1.246 -0.261
H -1.351 -3.650 0.291 0.393
H -1.336 -2.687 1.801 0.210
H -0.491 -5.618 1.496 0.359
H 1.663 -5.155 2.405 0.361
H 0.956 -2.195 2.774 0.227
H 2.030 -0.087 1.345 0.555
H 1.057 1.756 2.698 0.436
H -1.282 2.371 3.835 0.452
H -2.619 2.536 2.685 0.383
H -0.473 3.393 -1.328 0.261
H -1.914 0.582 -3.247 0.528
H -0.477 -1.219 -4.104 0.332
H 1.577 -2.274 -4.337 0.389
H 2.591 -2.130 -2.898 0.245
H 2.989 -1.203 -4.347 0.400
```

***

Question: What is the formula in the fifth record?
Answer: C3H4N2O2